Entry 1:
{
  "formula": "C37H37FeN4O4S3",
  "method": "wB97M-V/def2-TZVPD",
  "total_charge": 2,
  "total_energy_ha": -4409.84879,
  "homo_lumo_gap_ev": [5.86, 4.01],
  "spin_multiplicity": 6,
  "elements": ["Fe", "C", "O", "C", "C", "C", "C", "C", "C", "N", "N", "C", "C", "O", "C", "C", "C", "C", "C", "C", "C", "C", "H", "H", "H", "H", "H", "H", "H", "H", "H", "H", "H", "H", "H", "O", "S", "C", "C", "C", "C", "S", "O", "C", "C", "C", "C", "C", "C", "C", "C", "C", "C", "C", "C", "H", "H", "H", "H", "H", "H", "H", "H", "H", "H", "H", "H", "H", "H", "H", "H", "H", "H", "C", "N", "C", "C", "N", "C", "S", "H", "H", "H", "H", "H", "H"],
  "xyz": [[0.836, 0.136, -0.574], [3.794, -0.415, -2.055], [2.456, 0.012, -2.281], [2.118, 0.316, -3.578], [3.036, 0.420, -4.614], [2.605, 0.710, -5.899], [1.258, 0.908, -6.168], [0.335, 0.803, -5.153], [0.744, 0.502, -3.845], [-0.153, 0.332, -2.812], [-1.385, 0.339, -3.095], [-2.413, -0.049, -2.371], [-2.229, -0.668, -1.072], [-1.080, -0.746, -0.552], [-3.384, -1.184, -0.407], [-4.619, -1.092, -0.956], [-4.827, -0.525, -2.245], [-6.093, -0.557, -2.846], [-6.274, -0.059, -4.115], [-5.205, 0.528, -4.793], [-3.954, 0.574, -4.220], [-3.729, 0.026, -2.950], [4.044, -1.247, -2.716], [4.495, 0.409, -2.209], [3.842, -0.751, -1.020], [4.090, 0.274, -4.443], [3.337, 0.794, -6.684], [0.933, 1.157, -7.165], [-0.714, 0.957, -5.341], [-3.227, -1.653, 0.555], [-5.482, -1.462, -0.421], [-6.917, -1.005, -2.312], [-7.237, -0.127, -4.592], [-5.362, 0.947, -5.775], [-3.134, 1.015, -4.761], [1.409, -1.297, 0.934], [1.432, -2.135, 2.182], [-0.069, -1.611, 3.194], [-0.772, -0.352, 2.702], [-0.604, 0.859, 3.629], [0.522, 1.796, 3.229], [0.315, 2.845, 1.704], [0.635, 1.942, 0.542], [-1.485, 2.998, 1.641], [-2.153, 2.559, 0.511], [-3.526, 2.708, 0.428], [-4.220, 3.284, 1.481], [-3.538, 3.739, 2.601], [-2.161, 3.616, 2.681], [0.760, -3.714, 1.621], [-0.307, -3.675, 0.739], [-0.845, -4.861, 0.274], [-0.304, -6.070, 0.687], [0.763, -6.096, 1.571], [1.307, -4.913, 2.048], [0.337, -1.469, 4.193], [-0.745, -2.463, 3.206], [-1.835, -0.565, 2.592], [-0.403, -0.102, 1.703], [-0.405, 0.513, 4.647], [-1.541, 1.413, 3.675], [1.448, 1.253, 3.030], [0.701, 2.525, 4.018], [-1.589, 2.108, -0.295], [-4.043, 2.384, -0.462], [-5.291, 3.386, 1.426], [-4.077, 4.196, 3.415], [-1.625, 3.989, 3.541], [-0.688, -2.716, 0.417], [-1.682, -4.838, -0.407], [-0.713, -6.993, 0.309], [1.171, -7.044, 1.885], [2.138, -4.934, 2.736], [4.652, 0.462, 4.405], [5.324, 1.198, 3.372], [6.476, 1.928, 3.506], [6.771, 2.461, 2.297], [5.790, 2.055, 1.430], [4.900, 1.283, 2.091], [3.530, 0.544, 1.468], [5.370, 0.170, 5.167], [4.192, -0.428, 3.974], [3.869, 1.072, 4.861], [6.994, 2.006, 4.439], [7.584, 3.087, 1.995], [5.726, 2.280, 0.450]],
  "forces_ev_per_angstrom": [[-0.282, 0.055, 0.206], [0.752, -0.399, 0.326], [-0.861, 0.201, -0.072], [-0.120, 0.048, 0.167], [0.086, -0.098, 0.367], [-0.068, 0.023, 0.204], [-0.305, 0.084, -0.020], [0.152, -0.002, -0.247], [-0.415, -0.019, -0.381], [1.107, -0.077, 2.164], [-0.183, 0.639, -2.332], [0.213, -0.162, 0.472], [0.765, -0.300, 0.631], [-0.603, 0.116, -0.003], [-0.326, -0.200, 0.386], [0.607, -0.197, 0.552], [-0.224, 0.356, -0.816], [0.462, -0.120, 0.437], [0.144, 0.203, -0.328], [-0.187, -0.025, 0.088], [0.096, 0.015, -0.034], [-0.333, 0.077, -0.063], [-0.088, 0.077, -0.023], [-0.121, -0.056, 0.054], [0.012, 0.151, -0.071], [0.041, -0.019, 0.083], [0.095, 0.003, -0.142], [-0.014, -0.002, -0.093], [-0.055, 0.002, 0.005], [-0.017, 0.037, 0.060], [-0.026, -0.106, 0.059], [-0.087, -0.034, 0.070], [-0.181, 0.040, -0.037], [0.008, 0.009, -0.098], [0.106, 0.022, -0.024], [-0.206, 0.953, -1.276], [-0.899, -0.656, 0.269], [0.402, -0.122, -0.088], [0.070, 0.176, -0.127], [-0.130, 0.018, -0.221], [-0.294, 0.327, -0.080], [-0.546, -0.602, 0.745], [0.279, -1.031, -1.270], [0.345, 0.112, -0.009], [0.358, -0.161, -0.050], [-0.018, 0.038, 0.116], [0.036, -0.032, -0.012], [-0.002, 0.011, -0.001], [0.035, 0.007, -0.074], [0.267, 0.203, 0.174], [-0.072, 0.051, -0.054], [0.071, 0.156, 0.042], [0.050, -0.036, 0.032], [-0.106, -0.110, -0.070], [0.016, 0.215, 0.036], [0.001, -0.079, 0.088], [0.153, -0.033, 0.006], [0.027, -0.069, -0.053], [-0.239, -0.050, 0.156], [0.010, 0.098, 0.014], [0.033, -0.061, 0.063], [0.185, 0.167, -0.136], [0.128, 0.108, 0.033], [-0.020, 0.033, -0.031], [-0.117, -0.047, -0.082], [-0.140, 0.055, 0.002], [-0.084, 0.080, 0.094], [0.016, 0.055, 0.131], [-0.079, -0.015, -0.045], [-0.073, -0.042, -0.098], [-0.043, -0.129, 0.004], [0.076, -0.070, 0.051], [0.120, 0.029, 0.063], [-0.322, -0.263, 0.360], [-0.025, 0.149, -0.821], [0.714, 0.538, -0.299], [0.350, 0.059, 0.689], [-0.192, -0.210, 0.291], [-0.292, -0.086, -0.284], [-0.329, -0.226, -0.142], [0.021, 0.035, -0.009], [0.098, 0.089, 0.014], [0.038, -0.028, 0.009], [0.114, 0.026, 0.162], [0.167, 0.102, -0.019], [-0.101, -0.075, 0.160]],
  "mulliken_charge": [2.763, -0.927, -0.702, 0.396, -0.762, -0.664, -0.974, -0.161, 0.655, -0.216, -0.351, 0.050, 0.586, 0.131, -0.869, -1.008, 0.946, -0.988, -0.544, -0.870, -0.413, 0.583, 0.485, 0.295, 0.211, 0.488, 0.447, 0.434, 0.425, 0.547, 0.476, 0.477, 0.444, 0.442, 0.462, -0.164, 0.257, -1.181, 1.210, -1.354, -0.033, -0.145, -0.595, 0.461, -0.474, -0.416, -0.693, -0.533, -0.604, 0.283, -0.109, -0.811, -0.546, -0.598, -0.488, 0.682, 0.487, 0.332, -0.550, 0.639, 0.287, -0.318, 0.567, 0.479, 0.508, 0.427, 0.433, 0.451, 0.189, 0.492, 0.422, 0.409, 0.473, -0.783, 0.260, -0.161, -0.649, 0.105, -0.408, -0.423, 0.336, 0.263, 0.262, 0.444, 0.425, 0.159]
}



Entry 2:
{
  "formula": "C4H4O",
  "method": "wB97M-V/def2-TZVPD",
  "total_charge": 0,
  "total_energy_ha": -229.85841,
  "homo_lumo_gap_ev": 10.11,
  "de_lowest_kcal_mol": 106.4,
  "elements": ["C", "C", "C", "C", "O", "H", "H", "H", "H"],
  "xyz": [[1.334, -0.230, -0.030], [2.189, 0.296, -0.861], [-0.039, 0.240, -0.480], [-1.126, -0.090, 0.423], [-0.686, 1.253, 0.273], [1.504, -0.876, 0.838], [-0.233, 0.307, -1.554], [-0.849, -0.549, 1.371], [-2.095, -0.353, 0.021]],
  "forces_ev_per_angstrom": [[0.854, 0.567, -0.625], [-0.341, -0.492, 0.607], [0.092, -0.230, -0.319], [-0.322, -0.287, 0.239], [0.074, -0.031, 0.147], [-0.164, 0.375, -0.395], [0.182, -0.110, 0.389], [-0.204, 0.026, -0.112], [-0.171, 0.182, 0.068]],
  "mulliken_charge": [-0.191, -0.444, 0.159, -0.340, -0.374, 0.323, 0.399, 0.217, 0.251]
}



Entry 3:
{
  "formula": "C8H11NO",
  "method": "wB97M-V/def2-TZVPD",
  "total_charge": 0,
  "total_energy_ha": -441.33923,
  "smiles": "CC1=CC(C)=C(N)CC1=O",
  "homo_lumo_gap_ev": 7.95,
  "de_lowest_kcal_mol": 68.0,
  "elements": ["C", "C", "C", "C", "C", "C", "C", "N", "C", "O", "H", "H", "H", "H", "H", "H", "H", "H", "H", "H", "H"],
  "xyz": [[-0.845, -0.414, -1.513], [1.944, -1.599, 0.776], [-1.780, 1.721, 1.079], [0.088, -1.533, -0.956], [-0.146, 0.618, -0.682], [0.621, -1.067, 0.312], [-0.712, 0.748, 0.709], [0.621, 1.594, -1.239], [-0.238, -0.347, 1.294], [0.585, -2.390, -1.675], [1.048, 1.392, -2.132], [1.211, 2.120, -0.610], [-0.689, -0.333, -2.588], [-1.909, -0.513, -1.295], [-0.464, -0.710, 2.295], [2.544, -0.803, 1.229], [1.818, -2.373, 1.544], [2.495, -2.045, -0.053], [-2.642, 1.629, 0.409], [-2.124, 1.553, 2.101], [-1.427, 2.753, 0.996]],
  "forces_ev_per_angstrom": [[0.010, -0.089, 0.059], [-0.003, -0.045, 0.027], [-0.045, 0.047, -0.008], [0.067, 0.116, -0.048], [0.285, -0.535, 0.226], [-0.103, 0.395, -0.295], [0.024, -0.167, 0.022], [0.038, -0.059, 0.022], [-0.087, 0.138, -0.166], [-0.146, 0.257, 0.170], [-0.056, -0.012, 0.058], [-0.061, -0.046, -0.026], [0.028, 0.005, 0.030], [0.042, 0.010, 0.022], [-0.006, 0.022, -0.026], [-0.030, -0.026, -0.030], [0.002, 0.040, -0.049], [-0.031, 0.023, 0.021], [0.052, -0.009, 0.035], [0.028, -0.003, -0.051], [-0.007, -0.063, 0.008]],
  "mulliken_charge": [-0.775, -1.454, -1.318, 0.496, 0.797, 0.436, 0.011, -0.464, -0.548, -0.681, 0.228, 0.241, 0.361, 0.269, 0.413, 0.343, 0.313, 0.371, 0.284, 0.378, 0.300]
}



Entry 4:
{
  "formula": "CH3FIN",
  "method": "wB97M-V/def2-TZVPD",
  "total_charge": 0,
  "total_energy_ha": -492.15580,
  "smiles": "[H]/N=C\\I.F",
  "homo_lumo_gap_ev": 9.89,
  "de_lowest_kcal_mol": 26.6,
  "elements": ["C", "N", "F", "I", "H", "H", "H"],
  "xyz": [[-0.364, -0.644, 0.440], [0.758, -0.961, 0.040], [0.631, 1.643, -0.757], [-2.227, -0.668, -0.529], [-0.323, -0.494, 1.527], [0.986, -1.020, -0.935], [0.537, 2.144, 0.214]],
  "forces_ev_per_angstrom": [[0.503, -0.710, 1.398], [1.184, 0.344, -0.243], [-0.465, 2.968, 4.848], [-0.058, 0.242, -0.114], [-1.258, 0.149, -0.136], [-0.436, -0.407, -0.719], [0.531, -2.585, -5.034]],
  "mulliken_charge": [-0.340, -0.445, -0.416, 0.050, 0.456, 0.266, 0.430]
}



Entry 5:
{
  "formula": "C6H11NS",
  "method": "wB97M-V/def2-TZVPD",
  "total_charge": 0,
  "total_energy_ha": -687.93765,
  "homo_lumo_gap_ev": [5.19, 7.93],
  "spin_multiplicity": 3,
  "de_lowest_kcal_mol": 31.3,
  "elements": ["C", "C", "C", "C", "C", "C", "N", "S", "H", "H", "H", "H", "H", "H", "H", "H", "H", "H", "H"],
  "xyz": [[-2.134, -0.435, 0.097], [0.460, -0.986, 1.639], [1.856, 0.384, 0.065], [-0.683, 0.285, -1.848], [0.633, -0.533, 0.193], [-0.584, 0.204, -0.335], [-3.187, -0.773, 0.370], [-0.726, 1.881, 0.438], [-0.336, -1.723, 1.711], [0.216, -0.142, 2.280], [1.383, -1.437, 1.999], [2.019, 0.704, -0.964], [2.747, -0.140, 0.402], [1.727, 1.273, 0.680], [-1.626, 0.747, -2.147], [0.138, 0.878, -2.248], [-0.640, -0.718, -2.281], [0.792, -1.416, -0.437], [-2.057, 1.946, 0.387]],
  "forces_ev_per_angstrom": [[4.545, 0.417, -1.173], [-0.024, -0.102, -0.273], [0.034, -0.096, -0.067], [0.090, 0.190, -0.168], [0.092, -0.033, 0.261], [-4.306, -2.707, -0.194], [-1.592, -0.276, 0.530], [2.482, 3.389, 1.427], [-0.108, -0.014, 0.107], [-0.025, 0.094, 0.153], [0.046, -0.006, 0.064], [0.046, 0.039, -0.017], [0.102, -0.111, 0.014], [0.216, -0.054, -0.001], [0.028, 0.011, -0.025], [0.071, 0.010, -0.069], [0.017, 0.114, 0.033], [-0.064, 0.106, 0.025], [-1.650, -0.971, -0.626]],
  "mulliken_charge": [-0.177, -1.469, -1.561, -1.558, 0.484, 0.784, -0.457, -0.108, 0.400, 0.312, 0.431, 0.356, 0.408, 0.440, 0.436, 0.399, 0.376, 0.267, 0.237]
}



Entry 6:
{
  "formula": "C5H8O",
  "method": "wB97M-V/def2-TZVPD",
  "total_charge": 0,
  "total_energy_ha": -270.36893,
  "homo_lumo_gap_ev": 8.80,
  "de_lowest_kcal_mol": 118.6,
  "elements": ["O", "C", "C", "C", "C", "C", "H", "H", "H", "H", "H", "H", "H", "H"],
  "xyz": [[0.199, 1.766, 1.301], [-0.032, 0.606, 0.567], [-1.160, -0.283, 0.931], [0.242, -0.687, 1.328], [0.669, -1.029, -1.007], [0.513, 0.493, -0.836], [-0.543, 2.360, 1.139], [-1.742, -0.016, 1.811], [-1.737, -0.848, 0.206], [0.879, -1.491, 0.025], [1.550, -1.300, -1.587], [-0.220, -1.526, -1.412], [1.497, 0.976, -0.865], [-0.114, 0.978, -1.602]],
  "forces_ev_per_angstrom": [[-0.199, 0.246, -0.038], [-0.012, -0.189, -0.104], [-0.118, 0.004, -0.044], [-0.105, 0.241, 0.234], [0.066, -0.140, -0.027], [0.055, -0.126, 0.167], [0.095, 0.053, 0.090], [0.146, -0.037, 0.054], [0.085, 0.087, -0.021], [-0.146, 0.126, -0.608], [-0.071, -0.046, -0.089], [0.252, 0.120, 0.115], [-0.167, -0.096, 0.082], [0.120, -0.243, 0.190]],
  "mulliken_charge": [-0.504, 0.842, -0.629, -0.667, -0.930, -0.533, 0.362, 0.303, 0.183, 0.341, 0.374, 0.290, 0.278, 0.291]
}